Entry 1:
The following is a quantum chemistry calculation of a molecular structure, C26H69Ca2N3O14S in a non-equilibrium geometry, from the OMol25 dataset.

XYZ file:
```
115
Properties=species:S:1:pos:R:3:lowdin_charge:R:1
Ca 2.08719 2.45065 -1.35337 1.5630
Ca -2.45492 -0.62488 0.81914 1.5999
S -0.30216 0.92217 -0.25741 0.2712
O -0.61968 -0.50910 -0.46696 -0.4718
O 0.99639 1.11486 0.38655 -0.3856
O -0.15114 1.71813 -1.45767 -0.3772
O -1.42288 1.36695 0.60038 -0.4513
C 1.53971 5.29458 0.50278 -0.0871
O 1.14860 3.94536 0.17971 -0.2924
H 2.52197 5.49512 0.07730 0.0882
H 0.79028 6.01861 0.18854 0.0877
H 1.67575 5.38092 1.58367 0.0924
H 0.26368 3.86721 0.62424 0.0407
C 0.80608 2.40483 3.67108 -0.1542
O 1.42265 1.29769 3.06770 -0.1297
H 0.95834 3.30387 3.05780 0.0656
H -0.28032 2.28076 3.78269 0.0673
H 1.15660 2.68257 4.66469 0.0867
H 1.14119 1.23619 2.13718 0.0115
C 0.90555 -4.93045 6.82807 -0.1118
O 1.64751 -5.35040 5.70844 -0.1836
C 0.88005 -5.41945 4.52665 -0.2399
C 1.77121 -5.56916 3.30761 -0.2013
N 1.01836 -5.87313 2.09547 -0.0383
C 0.24394 -4.76791 1.56374 -0.2192
C 0.94176 -3.46801 1.19364 -0.2346
O 1.34458 -2.75399 2.35315 -0.1913
C 2.35230 -1.81061 2.07128 -0.1088
H 1.64425 -4.68041 7.58337 0.0921
H 0.16919 -5.68279 7.13154 0.0909
H 0.31051 -4.03190 6.60415 0.0807
H 0.28211 -4.49988 4.45411 0.1065
H 0.18243 -6.26084 4.61701 0.1321
H 2.41529 -6.42932 3.51501 0.1306
H 2.43791 -4.70437 3.25164 0.1129
H 1.71051 -6.17869 1.42084 0.1118
H -0.60389 -4.52165 2.21311 0.1124
H -0.29020 -5.08080 0.65740 0.1105
H 0.34392 -2.77868 0.57494 0.0920
H 1.80265 -3.71648 0.55545 0.1208
H 3.29239 -2.29002 1.75066 0.0970
H 2.63365 -1.35606 3.02164 0.0984
H 2.05261 -1.10548 1.29293 0.0613
C 0.06330 3.33667 -4.06342 -0.0575
O 1.13452 2.53074 -3.57064 -0.3496
C 1.41145 1.42037 -4.41993 -0.1808
C 2.78548 0.86534 -4.02349 -0.1673
N 2.83735 0.59354 -2.57746 -0.1397
C 4.25306 0.53848 -2.14304 -0.1852
C 4.36503 0.51761 -0.64021 -0.1880
O 3.91313 1.79792 -0.15667 -0.3369
C 4.27536 1.91607 1.23075 -0.0427
H -0.83920 2.73157 -4.14623 0.1022
H 0.31957 3.75822 -5.03843 0.1027
H -0.05968 4.18250 -3.39085 0.0886
H 1.36797 1.73525 -5.46285 0.1379
H 0.66062 0.65262 -4.18683 0.1311
H 3.51108 1.62960 -4.30530 0.1298
H 2.92950 -0.02001 -4.64965 0.1325
H 2.50735 -0.35201 -2.36558 0.0758
H 4.90635 1.30262 -2.56963 0.1356
H 4.69706 -0.40407 -2.49162 0.1319
H 5.39587 0.30997 -0.34325 0.1423
H 3.77986 -0.31605 -0.23849 0.1257
H 5.36433 1.87117 1.27539 0.1050
H 3.84340 1.15130 1.88263 0.0934
H 3.87708 2.84301 1.64216 0.0996
C -3.79600 1.33304 3.48242 -0.0598
O -3.86167 0.75836 2.18391 -0.3607
C -5.13197 0.90845 1.47874 -0.1442
C -4.85505 1.12301 -0.03441 -0.1619
N -4.32961 -0.13888 -0.64942 -0.1598
C -3.99029 0.18071 -2.04445 -0.1855
C -3.41332 -1.02967 -2.75998 -0.2515
O -3.31970 -0.77816 -4.13091 -0.1679
C -2.91060 -1.93370 -4.85359 -0.0721
H -2.84409 1.01022 3.91158 0.0972
H -4.54175 0.92437 4.16790 0.1072
H -3.79988 2.42184 3.49946 0.0960
H -5.66631 1.75072 1.91580 0.1356
H -5.67712 -0.01019 1.70844 0.1327
H -4.18147 1.97295 -0.11938 0.1064
H -5.76744 1.36366 -0.58423 0.1394
H -5.12146 -0.77905 -0.66384 0.1339
H -3.27021 1.00107 -2.10002 0.1273
H -4.85774 0.53951 -2.61111 0.1423
H -4.00952 -1.93425 -2.56026 0.1328
H -2.40543 -1.24564 -2.36262 0.1057
H -1.93828 -2.28792 -4.49777 0.0760
H -2.86113 -1.62824 -5.89492 0.0987
H -3.65128 -2.73272 -4.75698 0.0979
C 2.92510 -3.22409 -3.05576 -0.0284
C 1.53977 -2.61742 -2.90258 -0.4486
C 0.45855 -3.67372 -2.70306 -0.0340
O 1.59866 -1.81980 -1.69044 -0.1060
H 3.22825 -3.66933 -2.10964 0.0913
H 3.61900 -2.43075 -3.34252 0.0664
H 2.92387 -3.98889 -3.83094 0.0934
H 1.32965 -1.95827 -3.75175 0.1272
H 0.37858 -4.36352 -3.54537 0.0940
H -0.51350 -3.17002 -2.62856 0.0610
H 0.57820 -4.26429 -1.79856 0.0769
H 0.70294 -1.57314 -1.41677 0.0360
C -2.17694 4.70117 -0.78817 -0.0370
C -2.17672 4.87433 0.71786 -0.4321
C -3.56216 4.63500 1.33658 -0.0266
O -1.26396 3.98647 1.38860 -0.0829
H -1.18897 4.95301 -1.18946 0.0676
H -2.90804 5.32252 -1.30018 0.0929
H -2.33016 3.65458 -1.07569 0.0708
H -1.80909 5.87232 0.95685 0.1441
H -3.55203 5.16453 2.29205 0.0920
H -3.81985 3.58401 1.42410 0.0478
H -4.34620 5.16988 0.79200 0.0915
H -1.49941 3.06751 1.14977 0.0447
```

Output
* E_LUMO: -5.59 eV
* total charge: +2
* multiplicity: 1
* HOMO: -12.42 eV
* HOMO-LUMO gap: 6.83 eV


Entry 2:
The following is a quantum chemistry calculation of 7 unconnected molecules or ions with the total composition C26H69N3O14 in a non-equilibrium geometry, from the OMol25 dataset.

XYZ file:
```
112
Properties=species:S:1:pos:R:3:lowdin_charge:R:1
C -3.54985 3.57567 1.13315 -0.0797
O -2.93928 2.40478 1.75328 -0.1714
C -2.15524 1.73026 0.85294 -0.2701
C -1.58604 0.49319 1.55021 -0.1481
N -0.75533 -0.28998 0.58185 -0.0605
C -0.31417 -1.50285 1.18666 -0.2060
C 0.84678 -2.04871 0.46734 -0.2106
O 1.60666 -2.97164 1.27750 -0.1878
C 0.94307 -4.30589 1.33666 -0.0378
H -4.59642 3.57646 0.67932 0.1119
H -2.80009 4.08123 0.56840 0.0658
H -3.73100 4.33727 1.89274 0.0664
H -1.26740 2.32559 0.59570 0.1199
H -2.72673 1.46730 -0.02763 0.1181
H -2.47399 -0.01316 2.00705 0.1157
H -1.01240 0.75911 2.42076 0.1145
H 0.04931 0.25537 0.41058 0.0583
H -1.19112 -2.15556 1.22126 0.1168
H 0.14231 -1.34623 2.14734 0.1277
H 1.63921 -1.37823 0.19866 0.1060
H 0.52500 -2.50086 -0.44112 0.0945
H 1.56987 -5.01564 1.95562 0.1028
H 0.84167 -4.73467 0.35139 0.0526
H -0.07610 -4.24579 1.72443 0.0799
C 3.74651 -6.56443 0.58896 -0.0916
O 4.16766 -5.32288 1.03494 -0.1981
C 4.71859 -4.46551 0.06423 -0.2256
C 4.85640 -3.19480 0.81166 -0.2152
N 5.51093 -2.07901 0.08933 -0.0453
C 4.73710 -1.86598 -1.07321 -0.2513
C 5.28345 -0.52366 -1.67085 -0.1569
O 4.45980 -0.34592 -2.83970 -0.2564
C 5.01589 0.49649 -3.77951 -0.1442
H 3.32562 -7.11318 1.39896 0.0956
H 4.49893 -6.99750 0.15614 0.0337
H 3.00814 -6.32888 -0.12476 0.0748
H 3.92711 -4.33360 -0.76018 0.1416
H 5.70125 -4.84399 -0.33194 0.1494
H 5.55548 -3.44469 1.61499 0.1227
H 4.07902 -2.86782 1.43015 0.0940
H 5.17637 -1.30126 0.60650 0.0869
H 3.58541 -1.89133 -1.07903 0.1370
H 5.11601 -2.68448 -1.75870 0.1337
H 6.26415 -0.75414 -2.11496 0.1280
H 5.09657 0.39428 -1.03574 0.1372
H 5.66315 1.26745 -3.30105 0.0989
H 4.14423 0.89589 -4.31231 0.0864
H 5.59159 -0.04791 -4.50623 0.0761
C -6.85189 4.35860 3.13613 -0.0649
O -7.44438 3.06269 3.45571 -0.1689
C -6.94576 1.94069 2.73967 -0.2619
C -7.18984 0.67990 3.40694 -0.2080
N -6.14675 -0.21244 2.98716 -0.1047
C -6.40818 -0.87785 1.68276 -0.1471
C -4.93824 -1.14056 1.26082 -0.1559
O -4.84867 -1.63122 -0.17156 -0.1933
C -3.48394 -1.55560 -0.60239 -0.1066
H -7.27145 5.13975 3.71585 0.0722
H -7.09236 4.55141 2.07805 0.0856
H -5.76984 4.33358 3.09191 0.0600
H -5.92547 2.09119 2.66348 0.0880
H -7.24634 1.89018 1.72239 0.1139
H -8.12581 0.25080 3.37541 0.1113
H -6.86914 0.95627 4.38888 0.1242
H -5.18824 0.15005 3.09881 0.1110
H -6.87837 -0.08790 1.03748 0.1184
H -7.13103 -1.66676 1.84189 0.1121
H -4.37235 -1.80410 1.92928 0.1286
H -4.43600 -0.19428 1.31592 0.0734
H -3.54033 -1.89166 -1.65916 0.1070
H -2.88972 -2.15937 0.05224 0.0611
H -3.09478 -0.52772 -0.51874 0.0602
O -0.71039 -0.30428 -2.06444 -0.0849
C 0.14573 0.50296 -2.77063 -0.2132
C 1.48957 0.44075 -1.98183 -0.2137
O 1.36834 0.95313 -0.68599 -0.0780
H -0.71238 0.00046 -1.16125 0.0218
H 0.36145 0.13701 -3.81146 0.1331
H -0.25356 1.52527 -2.86833 0.1163
H 2.26638 0.92125 -2.59673 0.1137
H 1.88330 -0.54954 -1.85364 0.0914
H 1.56834 1.88390 -0.73455 0.0446
O 0.78362 -4.94338 -2.11835 -0.1008
C 0.04950 -4.75922 -3.29612 -0.2389
C -0.44602 -3.32965 -3.33711 -0.2107
O -1.02497 -3.08517 -2.06345 -0.0765
H 0.14033 -4.63032 -1.45621 0.0505
H 0.73121 -5.13097 -4.01967 0.1144
H -0.81612 -5.41101 -3.04757 0.1313
H -1.23045 -3.15972 -4.12773 0.1396
H 0.38859 -2.68523 -3.51793 0.1082
H -1.12392 -2.17960 -2.04810 -0.0087
O 1.15148 7.40893 -1.60303 -0.0596
C 1.62308 6.10130 -1.34995 -0.2698
C 0.67364 5.06941 -1.98912 -0.2400
O 0.82991 3.79787 -1.47326 -0.0756
H 1.50227 7.95225 -0.86153 0.1068
H 2.71289 5.96553 -1.52425 0.1333
H 1.58315 5.95546 -0.34424 0.0617
H 0.85537 5.11073 -3.10474 0.1448
H -0.34774 5.44508 -1.70964 0.1339
H 0.95985 3.91886 -0.52939 0.0297
O 1.53734 3.42781 1.18222 -0.0982
C 2.94885 3.66728 1.57910 -0.1574
C 3.83282 2.67002 0.88738 -0.2413
O 5.16982 2.64252 1.39624 -0.0400
H 0.98593 3.91995 1.78914 0.0924
H 3.22077 4.68556 1.22555 0.1251
H 2.93255 3.59102 2.64956 0.1227
H 3.96880 2.97597 -0.11544 0.1135
H 3.48092 1.70036 1.03660 0.1051
H 5.39055 3.56162 1.43915 0.0671
```

Output
* E_LUMO: -0.18 eV
* multiplicity: 1
* HOMO: -8.23 eV
* HOMO-LUMO gap: 8.05 eV
* SMILES string: COCCNCCOC.COCCNCCOC.COCCNCCOC.OCCO.OCCO.OCCO.OCCO


Question: Which of these has the lowest HOMO-LUMO gap?
Answer: C26H69Ca2N3O14S